No. 1
{"formula": "C60H147NO38P8", "method": "ωB97M-V/def2-TZVPD", "species": ["C", "C", "O", "P", "O", "O", "C", "C", "O", "C", "C", "H", "H", "H", "H", "H", "H", "H", "H", "H", "H", "H", "H", "H", "H", "H", "C", "C", "O", "P", "O", "O", "C", "C", "O", "C", "C", "H", "H", "H", "H", "H", "H", "H", "H", "H", "H", "H", "H", "H", "H", "H", "C", "C", "O", "P", "O", "O", "C", "C", "O", "C", "C", "H", "H", "H", "H", "H", "H", "H", "H", "H", "H", "H", "H", "H", "H", "H", "C", "C", "O", "P", "O", "O", "C", "C", "O", "C", "C", "H", "H", "H", "H", "H", "H", "H", "H", "H", "H", "H", "H", "H", "H", "H", "C", "C", "O", "P", "O", "O", "C", "C", "O", "C", "C", "H", "H", "H", "H", "H", "H", "H", "H", "H", "H", "H", "H", "H", "H", "H", "C", "C", "O", "P", "O", "O", "C", "C", "O", "C", "C", "H", "H", "H", "H", "H", "H", "H", "H", "H", "H", "H", "H", "H", "H", "H", "C", "C", "O", "P", "O", "O", "C", "C", "O", "C", "C", "H", "H", "H", "H", "H", "H", "H", "H", "H", "H", "H", "H", "H", "H", "H", "C", "C", "O", "P", "O", "O", "C", "C", "O", "C", "C", "H", "H", "H", "H", "H", "H", "H", "H", "H", "H", "H", "H", "H", "H", "H", "C", "C", "N", "C", "C", "C", "C", "H", "H", "H", "H", "H", "H", "H", "H", "H", "H", "H", "H", "H", "H", "H", "C", "O", "C", "O", "O", "C", "H", "H", "H", "H", "H", "H", "C", "O", "C", "O", "O", "C", "H", "H", "H", "H", "H", "H"], "xyz": [[-4.08830, -0.55717, 8.39085], [-4.40155, -0.26673, 6.93943], [-3.26225, -0.75988, 6.19444], [-2.23225, 0.22648, 5.48435], [-1.07692, -0.43909, 4.78307], [-3.14132, 1.21146, 4.56029], [-3.71870, 0.53883, 3.44710], [-3.61120, 1.58169, 2.30512], [-1.70592, 1.27580, 6.70055], [-0.62478, 2.24604, 6.52333], [-1.22124, 3.66917, 6.19653], [-4.79115, -0.02192, 9.02929], [-4.16181, -1.63119, 8.56166], [-3.09615, -0.20471, 8.67282], [-5.27789, -0.85485, 6.66696], [-4.58984, 0.78128, 6.70638], [-3.23015, -0.37849, 3.11853], [-4.75118, 0.22235, 3.59524], [-4.20865, 1.14029, 1.50742], [-3.99061, 2.55078, 2.62916], [-2.59789, 1.75834, 1.94443], [-0.00134, 2.22263, 7.41712], [0.02451, 2.01064, 5.68006], [-2.04269, 3.97664, 6.84366], [-0.41884, 4.39305, 6.33885], [-1.58174, 3.69861, 5.16829], [6.33841, 3.00878, -0.08094], [5.19154, 3.97449, 0.21139], [5.13531, 4.85046, -0.84658], [4.37327, 6.27796, -0.56942], [4.68471, 6.89526, 0.75187], [2.83343, 5.87211, -0.68826], [2.26098, 5.44265, -1.91957], [1.98726, 3.97429, -1.93123], [4.70999, 7.13820, -1.91734], [6.00074, 7.77104, -2.04802], [5.92652, 9.30656, -1.89941], [7.22969, 3.62309, 0.04686], [6.54846, 2.10613, 0.49283], [6.40497, 2.57467, -1.07854], [4.29149, 3.42867, 0.49440], [5.43689, 4.53516, 1.11336], [1.31275, 5.96961, -2.02575], [2.76785, 5.82851, -2.80404], [1.54705, 3.69549, -2.88862], [2.89072, 3.37327, -1.82812], [1.36636, 3.71520, -1.07364], [6.78831, 7.36139, -1.41554], [6.34415, 7.50691, -3.04822], [5.61291, 9.53367, -0.88050], [6.94642, 9.67374, -2.01386], [5.28552, 9.87493, -2.57333], [-2.43757, -3.71375, 0.54254], [-3.09263, -2.43406, 0.98543], [-3.84213, -2.79976, 2.12684], [-5.49227, -2.88531, 2.17823], [-6.05712, -1.57570, 1.71993], [-5.85177, -4.23229, 1.29744], [-5.35498, -5.43147, 1.74948], [-6.00153, -6.51864, 0.88049], [-5.79037, -3.31871, 3.75060], [-6.58992, -2.48576, 4.55281], [-8.03959, -2.82133, 4.25362], [-1.95526, -4.25551, 1.35616], [-3.26191, -4.31833, 0.16434], [-1.73231, -3.38370, -0.22020], [-2.38191, -1.67262, 1.30667], [-3.70197, -2.11126, 0.14128], [-4.26799, -5.50609, 1.71794], [-5.52987, -5.61534, 2.80952], [-6.96177, -6.87490, 1.25348], [-6.10979, -6.19927, -0.15604], [-5.37725, -7.40980, 0.94527], [-6.26752, -2.80770, 5.54302], [-6.29369, -1.44110, 4.45780], [-8.22567, -3.83915, 4.59643], [-8.78592, -2.19501, 4.74232], [-8.16690, -2.88012, 3.17267], [0.34271, -3.22173, -2.74105], [0.87591, -4.53702, -1.97909], [0.51433, -5.76946, -2.49828], [-0.75176, -6.62969, -1.92299], [-2.09150, -6.06518, -2.16224], [-0.49915, -8.03138, -2.68709], [-0.39705, -8.04459, -4.06381], [0.36984, -9.29387, -4.37561], [-0.43236, -6.84799, -0.35989], [-1.47569, -7.55155, 0.38309], [-1.34648, -7.20594, 1.95168], [-0.74535, -3.16648, -2.70706], [0.81263, -2.31576, -2.35830], [0.52165, -3.23851, -3.81614], [1.96554, -4.53097, -2.00689], [0.57510, -4.48026, -0.93296], [-1.39383, -7.99981, -4.50258], [0.16244, -7.22182, -4.50892], [-0.27478, -10.16526, -4.26058], [0.86206, -9.26720, -5.34778], [1.19969, -9.37906, -3.67404], [-2.44363, -7.12726, 0.11634], [-1.36379, -8.59633, 0.09322], [-0.33389, -7.48079, 2.24703], [-1.45084, -6.13007, 2.09208], [-2.05498, -7.73581, 2.58835], [7.76004, 0.27229, -4.74530], [6.56550, -0.29906, -5.50186], [6.12074, -1.42427, -4.80041], [4.67617, -1.47020, -4.20659], [3.60915, -0.83622, -5.06842], [4.46102, -3.03427, -4.05055], [4.64382, -3.91626, -5.14944], [3.33579, -4.40762, -5.68694], [4.87278, -0.84043, -2.71513], [3.77493, -0.80063, -1.81001], [4.31752, 0.04292, -0.62238], [7.58128, 0.20569, -3.67213], [8.64789, -0.31222, -4.98648], [8.02716, 1.30283, -4.97927], [5.83600, 0.50831, -5.56579], [6.80203, -0.52024, -6.54265], [5.15240, -3.44346, -5.98961], [5.26575, -4.68786, -4.69562], [2.67078, -3.54816, -5.77164], [3.46341, -4.84495, -6.67717], [2.75824, -5.05884, -5.03086], [2.84985, -0.40009, -2.22462], [3.41504, -1.77919, -1.49220], [5.32034, -0.28174, -0.34479], [4.36509, 1.11145, -0.83234], [3.76628, -0.18947, 0.28879], [1.23008, 1.26047, -4.65629], [-0.24127, 1.13917, -4.64673], [-0.79765, 2.10227, -3.80879], [-1.51469, 3.45392, -4.46582], [-2.35479, 3.24855, -5.68247], [-0.30586, 4.50478, -4.65413], [-0.50165, 5.80091, -5.19816], [-0.17239, 5.77186, -6.69955], [-2.31381, 4.15061, -3.21589], [-1.65751, 4.71659, -2.15628], [-2.07721, 4.07160, -0.86374], [1.72698, 0.63280, -5.39604], [1.57765, 2.24849, -4.95813], [1.71746, 1.10658, -3.69355], [-0.64625, 1.17768, -5.65797], [-0.51382, 0.29272, -4.01637], [-1.53319, 6.11005, -5.02948], [0.13598, 6.51574, -4.67802], [0.45370, 4.96196, -7.07395], [-1.13678, 5.59431, -7.17549], [0.21203, 6.70714, -7.10646], [-0.57186, 4.65307, -2.22987], [-1.99522, 5.75231, -2.19300], [-3.15633, 3.93865, -0.78669], [-1.46945, 3.19813, -0.62756], [-1.85963, 4.75448, -0.04250], [-5.57538, -0.34368, -1.68696], [-4.85611, 0.58453, -2.70511], [-3.58807, 0.08222, -3.21448], [-3.64686, -1.10081, -4.36095], [-2.31367, -1.40105, -4.97145], [-4.47212, -2.37993, -3.77220], [-3.82199, -3.32746, -3.01308], [-4.96882, -4.34131, -2.61205], [-4.59189, -0.39550, -5.44460], [-3.97237, 0.72002, -6.12579], [-4.52057, 0.85840, -7.53274], [-4.95060, -0.33982, -0.79379], [-6.59283, 0.01524, -1.53184], [-5.74227, -1.34522, -2.08339], [-5.48633, 0.82743, -3.56064], [-4.72726, 1.43446, -2.03495], [-2.99549, -3.81459, -3.53048], [-3.50867, -2.72064, -2.16356], [-4.65943, -5.05878, -1.85204], [-5.83407, -3.84009, -2.17820], [-5.27031, -4.95616, -3.46009], [-4.00374, 1.67552, -5.60222], [-2.89571, 0.66155, -6.28544], [-4.01106, 1.63169, -8.10764], [-4.42957, -0.08649, -8.06847], [-5.52694, 1.24717, -7.68825], [0.46008, -2.10481, 1.87329], [1.48373, -3.21669, 2.01062], [2.49572, -3.06320, 1.00614], [3.68292, -4.15363, 0.95414], [4.56436, -4.08119, -0.26190], [4.39517, -4.07720, 2.42365], [4.58549, -2.92731, 3.12150], [5.89163, -2.23737, 2.84821], [2.88144, -5.57816, 1.10511], [3.61329, -6.80605, 1.17963], [2.66972, -7.89593, 0.63509], [-0.41470, -2.23648, 2.51009], [0.88689, -1.12967, 2.10791], [0.07636, -2.14618, 0.85390], [1.89100, -3.23989, 3.02141], [1.04356, -4.21370, 1.99231], [3.81673, -2.17945, 2.92706], [4.65036, -3.06529, 4.20078], [6.08830, -1.30984, 3.38590], [6.69203, -2.97370, 2.92090], [5.87950, -1.92463, 1.80411], [4.57151, -6.68941, 0.67335], [3.77178, -7.02510, 2.23556], [2.52383, -7.98392, -0.44151], [3.26934, -8.75356, 0.94012], [1.79584, -8.02567, 1.27353], [-0.30323, 7.39447, 4.66538], [-1.12797, 7.61196, 3.37202], [-1.70789, 6.35793, 2.82660], [-0.75748, 5.31638, 2.62256], [0.41014, 5.76069, 1.72636], [-2.91594, 5.84201, 3.51354], [-4.05889, 6.88195, 3.54762], [0.41792, 6.59364, 4.50196], [-0.95080, 6.94665, 5.41918], [0.07278, 8.33378, 5.07086], [-1.88044, 8.37414, 3.57446], [-0.55977, 8.03450, 2.54334], [-0.25408, 5.07667, 3.55917], [-1.04048, 4.37841, 2.14485], [1.17254, 6.33108, 2.25693], [0.88671, 4.87173, 1.31316], [0.04242, 6.36422, 0.89652], [-2.71177, 5.60825, 4.55842], [-3.27086, 4.94040, 3.01432], [-3.99680, 7.47325, 2.63405], [-3.91808, 7.63616, 4.32187], [-5.06334, 6.46300, 3.60817], [5.76846, 2.54100, 6.26689], [5.16845, 1.33915, 5.74365], [3.82318, 1.28635, 5.62701], [2.98938, 1.92469, 6.28725], [3.58002, 0.22704, 4.88590], [2.27139, -0.29841, 4.76599], [6.58856, 2.92762, 5.66187], [6.35385, 2.47171, 7.18374], [5.15156, 3.42500, 6.42836], [1.53544, 0.21926, 5.38120], [2.27644, -1.37143, 4.95757], [2.01858, -0.22976, 3.70793], [-1.15780, 0.35125, -1.18703], [-0.73398, 0.66504, 0.14321], [0.54018, 1.05271, 0.33450], [1.44650, 1.17022, -0.51276], [0.64878, 1.43191, 1.59940], [1.84616, 1.92102, 2.11891], [-1.93378, -0.41306, -1.22926], [-0.30372, -0.00406, -1.76358], [-1.60974, 1.20729, -1.68808], [2.65486, 1.25100, 1.82707], [1.94741, 1.96431, 3.20333], [2.05489, 2.94622, 1.81312]], "lowdin_charge": [-0.07, -0.25, -0.18, 0.53, -0.25, -0.19, -0.27, -0.04, -0.22, -0.22, -0.06, 0.08, 0.08, 0.08, 0.10, 0.12, 0.09, 0.10, 0.07, 0.07, 0.07, 0.11, 0.09, 0.07, 0.07, 0.05, -0.07, -0.33, -0.17, 0.50, -0.24, -0.17, -0.27, -0.06, -0.19, -0.26, -0.07, 0.07, 0.07, 0.07, 0.10, 0.11, 0.11, 0.12, 0.07, 0.08, 0.07, 0.12, 0.11, 0.07, 0.07, 0.07, -0.06, -0.28, -0.21, 0.59, -0.24, -0.17, -0.33, -0.04, -0.20, -0.30, -0.05, 0.07, 0.07, 0.07, 0.10, 0.10, 0.09, 0.12, 0.07, 0.07, 0.07, 0.12, 0.10, 0.08, 0.08, 0.07, -0.01, -0.25, -0.18, 0.49, -0.22, -0.18, -0.32, -0.07, -0.20, -0.20, -0.03, 0.04, 0.06, 0.07, 0.11, 0.09, 0.13, 0.11, 0.08, 0.08, 0.08, 0.09, 0.12, 0.05, 0.04, 0.07, -0.07, -0.28, -0.17, 0.46, -0.25, -0.18, -0.27, -0.07, -0.17, -0.25, -0.05, 0.08, 0.07, 0.07, 0.11, 0.12, 0.11, 0.13, 0.08, 0.08, 0.07, 0.09, 0.10, 0.07, 0.06, 0.05, -0.07, -0.30, -0.20, 0.57, -0.23, -0.22, -0.26, -0.06, -0.17, -0.32, -0.04, 0.07, 0.08, 0.07, 0.12, 0.10, 0.12, 0.11, 0.08, 0.07, 0.07, 0.09, 0.13, 0.09, 0.07, 0.06, -0.06, -0.23, -0.21, 0.52, -0.24, -0.21, -0.28, -0.04, -0.18, -0.28, -0.07, 0.06, 0.09, 0.06, 0.11, 0.11, 0.11, 0.09, 0.04, 0.07, 0.08, 0.09, 0.09, 0.08, 0.08, 0.07, -0.04, -0.26, -0.18, 0.53, -0.24, -0.15, -0.35, -0.06, -0.22, -0.25, -0.05, 0.08, 0.06, 0.07, 0.11, 0.11, 0.10, 0.13, 0.08, 0.09, 0.07, 0.12, 0.12, 0.08, 0.07, 0.06, -0.07, -0.21, -0.18, -0.30, -0.08, -0.23, -0.09, 0.05, 0.06, 0.08, 0.10, 0.10, 0.09, 0.10, 0.08, 0.05, 0.08, 0.09, 0.10, 0.07, 0.06, 0.07, -0.05, 0.01, -0.56, 0.09, 0.00, -0.03, 0.08, 0.09, 0.09, 0.08, 0.10, 0.06, -0.02, -0.02, -0.55, 0.09, 0.00, -0.05, 0.08, 0.09, 0.07, 0.09, 0.09, 0.09], "charge": 0, "smiles": "CCOP(=O)(OCC)OCC.CCOP(=O)(OCC)OCC.CCOP(=O)(OCC)OCC.CCOP(=O)(OCC)OCC.CCOP(=O)(OCC)OCC.CCOP(=O)(OCC)OCC.CCOP(=O)(OCC)OCC.CCOP(=O)(OCC)OCC.CCN(CC)CC.COC(=O)OC.COC(=O)OC", "homo_ev": -8.1, "orbital_gap_ev": 8.651}

***

No. 2
{"formula": "C24H25N4OSm", "method": "ωB97M-V/def2-TZVPD", "species": ["C", "C", "C", "H", "C", "C", "H", "C", "C", "C", "H", "C", "C", "H", "H", "H", "H", "H", "H", "Sm", "C", "C", "C", "H", "H", "H", "H", "H", "H", "C", "C", "H", "H", "O", "N", "C", "H", "C", "C", "H", "C", "H", "C", "H", "C", "H", "C", "H", "H", "H", "N", "C", "N", "C", "N"], "xyz": [[-0.60694, -1.87250, 2.76780], [-0.95479, -0.52764, 2.44188], [-1.48464, -0.51192, 1.12029], [-0.83513, 0.34580, 3.08138], [-1.45610, -1.84846, 0.61579], [-0.93153, -2.69168, 1.64097], [-1.81367, -2.16499, -0.36489], [3.21099, 0.06372, 2.20503], [1.99366, 0.54376, 2.77346], [1.39115, 1.43697, 1.83184], [1.58915, 0.25891, 3.74054], [2.21372, 1.48406, 0.66580], [3.34168, 0.63603, 0.91433], [-1.89964, 0.35061, 0.59732], [-0.79580, -3.77349, 1.56250], [-0.17776, -2.21778, 3.71168], [4.14208, 0.42885, 0.21226], [0.47194, 2.00861, 1.96569], [3.90671, -0.62697, 2.67594], [1.11990, -1.14706, 0.90784], [1.73747, 1.85616, -0.73733], [2.92382, 2.02521, -1.68106], [0.76208, 3.03770, -0.74744], [3.65126, 2.73066, -1.26509], [2.59954, 2.41781, -2.64954], [3.43513, 1.07370, -1.86285], [1.22627, 3.92367, -0.28040], [-0.17059, 2.80398, -0.20153], [0.49717, 3.30127, -1.78549], [0.95036, 0.54774, -1.12377], [0.71355, -0.05749, -2.52624], [-0.05870, 0.55570, -0.61892], [1.68634, -0.27408, -0.83018], [1.39341, -1.08841, -2.77306], [-0.40959, 0.43586, -3.21513], [-1.63783, -0.40435, -3.00136], [-0.20770, 0.45635, -4.21176], [-2.72611, 0.29337, -2.25332], [-3.81203, -0.47831, -1.82693], [-3.81906, -1.54251, -2.06922], [-4.84648, 0.10096, -1.09534], [-5.69234, -0.51288, -0.77296], [-4.79614, 1.47012, -0.78724], [-5.60694, 1.92749, -0.21176], [-3.70234, 2.24718, -1.20046], [-3.65238, 3.31745, -0.95702], [-2.66467, 1.65395, -1.94299], [-1.81179, 2.24227, -2.29473], [-1.37220, -1.33097, -2.45408], [-2.01952, -0.72235, -3.98652], [2.33396, -2.86800, 1.68436], [2.57795, -3.56567, 2.62617], [2.71489, -4.20537, 3.70094], [3.40002, -5.28894, 3.98115], [3.97817, -6.25409, 4.30365]], "lowdin_spin": [-0.01, -0.01, -0.01, 0.00, -0.01, -0.01, 0.00, -0.01, -0.01, -0.01, 0.00, -0.01, -0.01, 0.00, 0.00, 0.00, 0.00, 0.00, 0.00, 5.09, 0.00, 0.00, 0.00, 0.00, 0.00, 0.00, 0.00, 0.00, 0.00, 0.00, 0.00, 0.00, 0.00, 0.00, 0.00, 0.00, 0.00, 0.00, 0.00, 0.00, 0.00, 0.00, 0.00, 0.00, 0.00, 0.00, 0.00, 0.00, 0.00, 0.00, -0.01, 0.00, 0.00, 0.00, 0.00], "multiplicity": 6, "charge": 0, "s2": 8.765, "e_above_lowest_kcal_mol": 27.68, "homo_ev": [-8.5, -8.5], "orbital_gap_ev": [8.137, 8.256]}

***

no.,total energy (hartree)
1,-8019.714330
2,-1881.728452